Record 1
Formula: C30H27N2S
Source: the OMol25 dataset
Level of theory: the ωB97M-V functional and the def2-TZVPD basis

XYZ file:
```
60
Properties=species:S:1:pos:R:3
C -5.691 -2.913 2.235
C -4.347 -2.382 1.829
C -4.122 -0.995 1.892
C -2.857 -0.476 1.691
C -1.732 -1.320 1.446
C -0.420 -0.771 1.558
C 0.797 -1.492 1.713
C 2.034 -0.828 1.465
C 3.246 -1.500 1.500
C 3.269 -2.882 1.725
C 2.076 -3.552 2.033
C 0.873 -2.862 2.106
C -2.029 -2.686 1.143
C -3.297 -3.211 1.389
H -5.688 -4.002 2.325
H -6.003 -2.481 3.197
H -6.470 -2.643 1.507
H -4.954 -0.330 2.136
H -2.672 0.596 1.762
H -0.368 0.302 1.760
H 1.989 0.220 1.170
H 4.166 -0.949 1.313
H 4.209 -3.435 1.668
H 2.089 -4.628 2.216
H -0.032 -3.362 2.455
H -1.243 -3.326 0.738
H -3.478 -4.284 1.267
C 3.093 -2.994 -1.908
C 1.733 -3.311 -1.830
C 0.770 -2.298 -1.783
C 1.171 -0.960 -1.828
C 0.185 0.179 -1.668
C 0.285 1.165 -2.813
C -0.407 2.456 -2.482
N 0.180 2.948 -1.235
C 0.205 4.294 -0.866
C 0.725 4.470 0.419
C 0.994 5.760 0.880
C 0.732 6.853 0.043
C 0.215 6.653 -1.246
C -0.039 5.361 -1.726
S 1.034 2.935 1.185
C 0.483 2.056 -0.244
N 0.371 0.775 -0.345
C 2.522 -0.640 -1.970
C 3.484 -1.654 -1.994
H 3.848 -3.785 -1.896
H 1.425 -4.359 -1.792
H -0.293 -2.533 -1.685
H -0.835 -0.231 -1.668
H 1.329 1.374 -3.073
H -0.181 0.713 -3.693
H -0.246 3.206 -3.254
H -1.485 2.297 -2.324
H 1.423 5.882 1.870
H 0.947 7.866 0.388
H 0.019 7.506 -1.890
H -0.385 5.180 -2.746
H 2.814 0.411 -2.013
H 4.540 -1.382 -2.052
```

Results
- strongest force on any atom (eV Å⁻¹) = 1.24
- 2S+1 = 1
- orbital gap (eV) = 5.48
- total energy (eV) = -45357.45156
- HOMO energy (hartree) = -0.3804
- LUMO (eV) = -4.88
- net charge = +1



Record 2
Formula: C3H5N2
Source: the OMol25 dataset
Level of theory: the ωB97M-V functional and the def2-TZVPD basis

XYZ file:
```
10
Properties=species:S:1:pos:R:3
C -4.623 -0.043 -0.009
C -3.388 -0.031 0.063
C -2.055 0.079 0.078
N -0.918 0.132 -0.068
N 1.645 -0.026 -0.003
H -5.640 0.077 -0.268
H 1.405 0.843 0.473
H 2.414 -0.424 0.524
H 0.746 -0.594 0.070
H 2.023 0.228 -0.919
```

Results
- strongest force on any atom (eV Å⁻¹) = 5.66
- 2S+1 = 1
- orbital gap (eV) = 11.00
- total energy (eV) = -6162.98724
- HOMO energy (hartree) = -0.5405
- LUMO (eV) = -3.71
- relative energy (zero: lowest compared OMol25 entry of this formula, charge and spin) (kJ/mol) = 280.31
- net charge = +1



Record 3
Formula: C5H8
Source: the OMol25 dataset
Level of theory: the ωB97M-V functional and the def2-TZVPD basis

XYZ file:
```
13
Properties=species:S:1:pos:R:3
C 2.774 0.292 -0.363
C 1.731 -0.084 0.107
C 0.465 -0.500 0.719
C -0.709 0.454 0.392
C -1.623 -0.084 -0.705
H 3.699 0.629 -0.775
H 0.616 -0.564 1.802
H 0.227 -1.519 0.385
H -0.307 1.429 0.096
H -1.297 0.624 1.301
H -1.064 -0.282 -1.627
H -2.094 -1.023 -0.391
H -2.420 0.629 -0.942
```

Results
- strongest force on any atom (eV Å⁻¹) = 0.48
- 2S+1 = 1
- orbital gap (eV) = 11.04
- total energy (eV) = -5312.81778
- HOMO energy (hartree) = -0.3639
- LUMO (eV) = 1.14
- relative energy (zero: lowest compared OMol25 entry of this formula, charge and spin) (kJ/mol) = 130.17